(1)
{"formula": "CH2O2S3", "method": "ωB97M-V/def2-TZVPD", "charge": 0, "relative_energy_ev": 2.2583, "total_energy_ev": -37666.9486, "lumo_energy_ha": -0.06609, "homo_lumo_gap_ev": 7.1, "homo_ev": -8.9, "symbols": ["C", "O", "O", "S", "S", "S", "H", "H"], "xyz": [[-2.044, 0.788, 0.070], [1.635, -1.451, 0.547], [2.524, 0.211, -1.113], [-0.136, 1.158, 0.465], [-2.654, -0.608, -0.401], [2.068, 0.146, 0.223], [-2.730, 1.582, 0.434], [1.338, -1.826, -0.225]], "forces_ev_per_a": [[1.825, -1.014, 0.675], [2.052, 3.301, 2.988], [0.632, 0.208, -1.403], [-1.303, 0.746, -0.040], [0.100, 0.288, -0.209], [-3.148, -2.001, 1.475], [1.130, 0.060, -0.261], [-1.288, -1.588, -3.225]], "nbo_charge": [-0.411, -0.857, -0.844, -0.261, 0.106, 1.552, 0.228, 0.487]}

***

(2)
{"formula": "C5H4DyLiO7", "method": "ωB97M-V/def2-TZVPD", "charge": 1, "total_energy_ev": -43864.9557, "lumo_energy_ha": [-0.22403, -0.22081], "spin_multiplicity": 7, "homo_lumo_gap_ev": [5.0, 6.2], "s2": 12.03, "homo_ev": [-11.1, -12.2], "symbols": ["O", "C", "O", "O", "O", "C", "C", "O", "C", "H", "H", "H", "H", "Dy", "Li", "O", "O", "C"], "xyz": [[-0.783, -0.372, 1.553], [-1.238, 0.616, 0.904], [-1.543, 1.761, 1.241], [0.379, 1.577, -1.009], [2.509, 1.550, -0.217], [3.410, 0.548, 0.211], [2.842, -0.725, -0.403], [1.440, -0.468, -0.421], [1.216, 1.057, -0.222], [4.413, 0.792, -0.157], [3.429, 0.497, 1.312], [3.096, -1.620, 0.177], [3.167, -0.881, -1.440], [-0.232, -1.858, 0.203], [-1.304, 2.422, -0.717], [-1.699, -1.085, -0.910], [-2.697, 0.900, -1.162], [-2.012, 0.087, -0.543]], "forces_ev_per_a": [[0.580, 1.790, 1.610], [-4.565, 0.315, -0.702], [1.613, -0.768, -0.613], [1.986, -1.529, 4.647], [-2.923, 0.039, 1.605], [0.880, -0.755, 0.688], [0.961, 0.043, -0.272], [-0.344, 2.952, 1.293], [2.606, 0.120, -8.533], [-0.384, 0.055, 0.024], [0.007, 0.105, -0.370], [-0.264, 0.206, 0.024], [-0.087, 0.159, 0.213], [2.027, -5.356, 0.867], [-0.928, -0.006, 0.253], [-2.333, 0.291, -1.506], [1.104, -0.338, 0.914], [0.064, 2.677, -0.143]], "mulliken_spin": [0.060, 0.098, -0.010, 0.005, 0.012, -0.004, 0.014, 0.046, 0.002, 0.000, -0.002, 0.022, -0.007, 5.672, 0.008, 0.088, -0.007, 0.002]}

***

(3)
{"formula": "C5H6O", "method": "ωB97M-V/def2-TZVPD", "charge": 0, "relative_energy_ev": 5.4067, "total_energy_ev": -7323.8778, "lumo_energy_ha": [-0.00097, -0.00098], "homo_lumo_gap_ev": [7.5, 7.5], "homo_ev": [-7.6, -7.6], "symbols": ["O", "C", "C", "C", "C", "C", "H", "H", "H", "H", "H", "H"], "xyz": [[0.405, -0.885, -1.502], [0.810, 0.054, -0.724], [0.669, -0.338, 0.773], [-0.824, -0.669, 0.742], [-1.318, 0.506, 0.204], [-0.961, 1.455, -0.541], [1.538, 0.738, -1.154], [0.953, 0.502, 1.417], [1.328, -1.194, 0.984], [-0.362, -1.268, -0.870], [-1.338, -1.424, 1.319], [-0.900, 2.523, -0.647]], "forces_ev_per_a": [[-0.125, 0.070, 0.233], [0.067, -0.079, -0.044], [0.097, 0.011, -0.034], [-0.136, 0.191, 0.207], [0.271, 0.103, -0.261], [-0.114, -0.206, 0.243], [-0.098, -0.015, 0.074], [-0.072, -0.133, -0.097], [-0.085, 0.121, -0.056], [0.141, -0.013, -0.195], [0.054, 0.129, -0.114], [0.001, -0.179, 0.044]], "nbo_charge": [-0.617, 0.414, -0.475, -0.594, 0.093, -0.415, 0.200, 0.213, 0.218, 0.479, 0.248, 0.236]}

***

(4)
{"formula": "C2H7NO2Si", "method": "ωB97M-V/def2-TZVPD", "charge": 0, "relative_energy_ev": 7.9356, "total_energy_ev": -15643.9466, "lumo_energy_ha": [-0.04489, -0.04092], "homo_lumo_gap_ev": [9.2, 7.3], "homo_ev": [-10.4, -8.4], "symbols": ["C", "C", "N", "O", "O", "Si", "H", "H", "H", "H", "H", "H", "H"], "xyz": [[-0.187, 1.631, 0.465], [-0.003, -1.549, 0.557], [2.396, -0.014, -0.072], [2.908, -1.119, 0.127], [3.006, 1.047, -0.132], [0.598, 0.004, -0.199], [-0.434, 2.454, -0.306], [-1.217, 1.206, 0.824], [0.415, 2.011, 1.278], [0.639, -2.391, 0.635], [-0.140, -1.226, 1.598], [-0.896, -1.749, -0.099], [-0.255, 0.021, -2.948]], "forces_ev_per_a": [[-1.894, -0.943, -1.259], [-0.996, 0.853, -0.347], [1.247, -0.179, 0.460], [0.013, 0.778, -0.249], [-0.003, -0.342, -0.067], [-1.298, 1.172, -1.759], [0.703, -1.500, 1.185], [1.749, 1.010, -0.290], [-0.063, 0.211, 0.315], [0.703, -0.584, -0.546], [-0.975, -0.273, -0.106], [0.362, -0.166, 1.426], [0.451, -0.036, 1.239]], "nbo_charge": [-1.139, -1.192, 0.185, -0.388, -0.376, 1.479, 0.277, 0.244, 0.253, 0.282, 0.250, 0.265, -0.140]}

***

(5)
{"formula": "C7H27NO6", "method": "ωB97M-V/def2-TZVPD", "charge": 0, "smiles": "CCCC/C(C)=C/N.O.O.O.O.O.O", "relative_energy_ev": 1.9144, "total_energy_ev": -21471.3298, "lumo_energy_ha": 0.00579, "homo_lumo_gap_ev": 9.1, "homo_ev": -9.0, "symbols": ["C", "C", "C", "C", "C", "C", "C", "N", "H", "H", "H", "H", "H", "H", "H", "H", "H", "H", "H", "H", "H", "H", "H", "O", "H", "H", "O", "H", "H", "O", "H", "H", "O", "H", "H", "O", "H", "H", "O", "H", "H"], "xyz": [[-2.435, 0.843, 3.193], [-1.385, 0.577, 2.096], [-1.986, -0.304, 1.002], [-1.868, 0.201, -0.471], [-0.544, 0.805, -0.947], [-0.652, 1.315, -2.348], [0.612, 0.734, -0.294], [1.808, 1.410, -0.611], [-3.409, 1.213, 2.875], [-2.025, 1.625, 3.834], [-2.599, -0.081, 3.752], [-1.037, 1.505, 1.649], [-0.549, 0.092, 2.596], [-3.063, -0.455, 1.110], [-1.572, -1.319, 0.961], [-2.172, -0.606, -1.140], [-2.545, 1.049, -0.636], [-1.001, 0.567, -3.066], [0.228, 1.805, -2.771], [-1.412, 2.105, -2.426], [0.666, 0.315, 0.703], [2.613, 0.801, -0.701], [1.805, 1.990, -1.440], [4.515, 2.091, 1.056], [4.232, 1.385, 1.635], [3.970, 1.902, 0.292], [3.327, -2.160, 0.644], [2.676, -2.866, 0.552], [4.106, -2.354, 0.133], [-2.060, -3.534, -1.347], [-1.441, -3.946, -1.956], [-2.180, -2.624, -1.616], [2.643, -1.550, -2.372], [2.245, -0.696, -2.198], [2.562, -2.120, -1.604], [-0.690, 3.689, 0.107], [0.203, 3.346, 0.013], [-1.249, 2.918, 0.001], [0.274, -3.284, -0.086], [-0.425, -3.873, 0.204], [-0.186, -2.511, -0.379]], "forces_ev_per_a": [[0.692, 0.327, 0.159], [-1.394, -0.091, 0.080], [0.200, -0.568, -1.770], [0.895, 1.139, 0.962], [-0.008, -1.491, -0.698], [-0.427, 1.165, -0.631], [-0.096, 0.271, 0.647], [0.554, 0.119, -0.636], [0.068, -0.076, -0.491], [-0.118, -0.218, 0.406], [-0.029, 0.166, 0.161], [0.044, 0.130, 0.237], [0.211, 0.022, -0.197], [0.051, 0.053, 0.458], [0.118, 0.091, 0.509], [-0.101, 0.116, -0.195], [-0.516, -0.327, 0.070], [0.209, -0.253, 0.208], [0.170, -0.349, 0.178], [-0.040, -0.070, 0.203], [-0.062, -0.286, -0.143], [-0.054, -0.223, 0.351], [-0.372, -0.086, -0.055], [0.110, -0.087, -0.088], [0.095, -0.204, 0.575], [-0.165, 0.395, -0.330], [-0.583, 0.536, 0.365], [0.142, -0.120, -0.076], [0.278, -0.418, -0.275], [-0.475, -0.421, 0.236], [0.030, 0.216, -0.141], [-0.016, 0.166, -0.351], [0.365, -0.245, -0.749], [-0.235, -0.107, 0.394], [-0.273, 0.411, 0.289], [-0.023, 0.414, 0.012], [0.113, -0.047, 0.092], [-0.063, -0.131, -0.012], [1.241, -0.515, 0.500], [-0.178, -0.054, -0.013], [-0.360, 0.650, -0.241]], "nbo_charge": [-0.600, -0.419, -0.407, -0.392, -0.074, -0.656, -0.035, -0.856, 0.203, 0.212, 0.203, 0.208, 0.210, 0.212, 0.196, 0.186, 0.197, 0.220, 0.210, 0.222, 0.207, 0.372, 0.372, -0.927, 0.465, 0.461, -0.964, 0.492, 0.476, -0.950, 0.484, 0.470, -0.953, 0.468, 0.482, -0.929, 0.472, 0.463, -0.961, 0.488, 0.473]}

***

(6)
{"formula": "C50H52Cl3N6O2RuS2Te", "method": "ωB97M-V/def2-TZVPD", "charge": 1, "relative_energy_ev": 1.2658, "total_energy_ev": -134835.0729, "lumo_energy_ha": [-0.07438, -0.15584], "spin_multiplicity": 5, "homo_lumo_gap_ev": [8.0, 5.9], "s2": 6.02, "homo_ev": [-10.0, -10.2], "symbols": ["Ru", "S", "C", "C", "C", "C", "C", "N", "H", "H", "H", "H", "C", "C", "C", "C", "C", "C", "Te", "N", "C", "O", "C", "C", "C", "C", "C", "C", "C", "C", "C", "C", "C", "C", "C", "C", "C", "C", "H", "H", "H", "H", "H", "H", "H", "H", "H", "H", "H", "H", "H", "H", "H", "H", "H", "H", "H", "H", "H", "H", "H", "C", "C", "N", "C", "C", "N", "C", "C", "H", "H", "H", "H", "H", "H", "H", "H", "H", "H", "H", "H", "Cl", "C", "C", "C", "C", "C", "C", "N", "C", "C", "N", "C", "O", "C", "C", "C", "Cl", "S", "C", "C", "C", "Cl", "C", "H", "H", "H", "H", "H", "H", "H", "H", "H", "H", "H", "H", "H"], "xyz": [[1.970, -0.023, 0.910], [3.649, -0.775, -0.704], [4.120, -1.914, 0.546], [4.937, -3.022, 0.343], [5.170, -3.864, 1.413], [4.590, -3.592, 2.649], [3.800, -2.465, 2.765], [3.582, -1.643, 1.739], [5.357, -3.212, -0.635], [5.794, -4.739, 1.285], [4.748, -4.237, 3.500], [3.322, -2.198, 3.700], [-2.632, -3.771, -6.832], [-1.985, -3.327, -5.549], [-1.466, -2.046, -5.411], [-0.868, -1.624, -4.230], [-0.332, -0.214, -4.151], [-0.767, -2.529, -3.163], [0.311, -1.835, -1.445], [0.816, -1.605, 0.908], [0.365, -1.439, 2.135], [0.880, -0.455, 2.795], [-0.660, -2.296, 2.772], [-1.518, -3.079, 2.005], [-2.473, -3.871, 2.622], [-2.566, -3.890, 4.007], [-1.713, -3.108, 4.776], [-0.766, -2.306, 4.160], [1.513, -3.567, -1.359], [1.471, -4.354, -0.214], [2.220, -5.518, -0.141], [3.021, -5.882, -1.213], [3.077, -5.077, -2.340], [2.332, -3.903, -2.440], [2.443, -3.067, -3.685], [-1.330, -3.807, -3.257], [-1.329, -4.799, -2.123], [-1.917, -4.185, -4.459], [-2.589, -2.991, -7.589], [-3.679, -4.028, -6.667], [-2.138, -4.659, -7.228], [-1.530, -1.354, -6.244], [-0.601, 0.343, -5.046], [0.757, -0.200, -4.064], [-0.737, 0.326, -3.290], [-1.442, -3.055, 0.924], [-3.145, -4.474, 2.024], [-3.307, -4.515, 4.489], [-1.791, -3.123, 5.855], [-0.099, -1.682, 4.741], [0.849, -4.065, 0.622], [2.175, -6.132, 0.749], [3.611, -6.788, -1.169], [3.719, -5.356, -3.167], [3.365, -3.297, -4.216], [2.457, -2.000, -3.446], [1.606, -3.251, -4.362], [-1.325, -4.306, -1.149], [-0.452, -5.448, -2.163], [-2.216, -5.429, -2.176], [-2.345, -5.179, -4.541], [3.187, 2.639, -0.010], [3.673, 4.068, 0.332], [4.056, 4.143, 1.738], [2.865, 3.973, 2.563], [2.138, 2.657, 2.192], [2.982, 1.870, 1.246], [4.316, 1.685, 1.882], [5.000, 3.067, 2.033], [3.926, 2.092, -0.595], [2.258, 2.635, -0.576], [2.892, 4.809, 0.150], [4.532, 4.335, -0.285], [2.208, 4.830, 2.411], [3.171, 3.971, 3.610], [1.175, 2.840, 1.718], [1.958, 2.023, 3.061], [4.892, 1.005, 1.256], [4.148, 1.201, 2.844], [5.845, 3.159, 1.350], [5.379, 3.199, 3.047], [-7.676, 8.020, -1.076], [-6.378, 6.941, -0.703], [-6.651, 5.683, -0.197], [-5.592, 4.839, 0.097], [-4.268, 5.215, -0.104], [-3.174, 4.232, 0.247], [-2.348, 3.731, -0.928], [-1.713, 2.486, -0.517], [-2.342, 1.348, -0.080], [-1.359, 0.521, 0.363], [-0.130, 1.123, 0.194], [-0.394, 2.300, -0.340], [-2.241, 4.716, 1.194], [-2.589, 4.393, 2.537], [-2.212, 2.969, 2.825], [-3.050, 1.892, 2.823], [-4.758, 1.892, 2.602], [-2.248, 0.407, 3.121], [-0.745, 1.210, 3.261], [-0.872, 2.552, 3.097], [-4.034, 6.489, -0.618], [-2.419, 7.058, -0.920], [-5.073, 7.354, -0.917], [-7.673, 5.374, -0.028], [-5.799, 3.857, 0.506], [-3.664, 3.350, 0.673], [-1.554, 4.441, -1.145], [-2.956, 3.592, -1.822], [-3.412, 1.234, -0.096], [-1.472, -0.450, 0.812], [0.318, 3.066, -0.594], [-3.652, 4.567, 2.728], [-2.015, 5.074, 3.162], [0.148, 0.642, 3.468], [-0.045, 3.246, 3.157], [-4.865, 8.338, -1.313]], "forces_ev_per_a": [[-0.107, 0.131, -0.345], [-0.160, 0.125, 0.130], [0.016, -0.031, 0.010], [0.000, 0.044, -0.027], [-0.010, -0.006, 0.014], [0.019, -0.007, -0.015], [0.023, 0.020, 0.000], [-0.021, 0.027, 0.117], [-0.008, -0.021, 0.002], [0.004, 0.002, 0.003], [0.006, 0.000, 0.000], [-0.016, -0.004, -0.002], [0.007, 0.006, 0.017], [-0.009, -0.004, -0.009], [0.005, -0.005, 0.013], [0.020, 0.059, -0.016], [-0.005, -0.031, 0.026], [-0.098, 0.063, 0.146], [-0.029, -0.364, -0.501], [-0.374, 0.061, 0.251], [0.126, -0.738, -0.523], [2.310, -2.110, -0.841], [0.085, -0.010, 0.011], [0.009, -0.068, -0.044], [0.034, 0.036, -0.043], [0.016, 0.035, 0.036], [-0.002, 0.006, 0.008], [0.015, -0.034, -0.003], [0.075, 0.100, 0.151], [-0.017, -0.049, 0.027], [0.004, 0.011, -0.014], [0.007, 0.023, 0.004], [0.014, -0.012, 0.014], [-0.005, 0.002, -0.032], [-0.027, 0.008, 0.030], [0.022, -0.065, 0.001], [0.007, 0.031, -0.005], [-0.009, 0.003, 0.004], [0.001, -0.001, 0.000], [-0.001, 0.000, -0.003], [0.003, -0.001, 0.001], [-0.001, 0.002, 0.005], [-0.001, -0.003, 0.002], [0.001, 0.003, -0.003], [0.001, 0.001, -0.004], [0.003, -0.004, 0.012], [0.002, 0.002, -0.004], [-0.004, 0.008, 0.001], [0.004, 0.003, -0.006], [-0.011, -0.022, 0.045], [0.005, 0.009, -0.013], [0.003, 0.001, 0.003], [-0.007, -0.008, -0.007], [0.004, -0.001, 0.003], [-0.004, -0.005, -0.004], [0.004, 0.003, 0.002], [-0.008, 0.011, -0.004], [-0.014, -0.009, -0.005], [0.003, 0.008, 0.006], [0.004, -0.011, -0.005], [-0.007, 0.004, 0.005], [0.058, 0.033, 0.068], [0.003, -0.022, -0.011], [0.000, -0.009, -0.006], [0.005, -0.019, 0.033], [0.203, -0.004, -0.187], [0.065, 0.167, 0.070], [0.003, -0.021, 0.024], [-0.023, -0.012, -0.002], [-0.009, -0.019, -0.002], [0.011, 0.013, -0.019], [-0.003, -0.002, 0.008], [-0.008, 0.010, -0.010], [-0.004, 0.009, 0.015], [-0.002, 0.002, 0.003], [0.223, -0.061, -0.122], [0.008, 0.037, 0.004], [0.004, -0.004, 0.004], [0.002, -0.012, 0.002], [0.005, 0.004, 0.004], [0.010, 0.000, 0.001], [0.001, 0.003, -0.001], [0.010, -0.010, 0.008], [0.010, -0.010, 0.009], [-0.022, 0.003, 0.011], [0.144, 0.054, 0.032], [-0.026, -0.077, 0.044], [0.025, 0.024, 0.017], [0.196, -0.134, -0.329], [0.081, -0.002, -0.146], [0.165, -0.065, -0.515], [0.232, -0.163, -0.048], [0.017, 0.111, 0.069], [-0.073, 0.308, -0.028], [0.047, -0.205, 0.101], [-0.171, 0.060, 0.127], [-0.024, 0.074, 0.225], [-0.066, 0.019, -0.052], [-0.427, 0.310, 0.938], [-0.808, 1.551, 0.924], [-0.511, -0.048, -0.084], [-0.023, 0.003, -0.001], [0.001, -0.018, 0.007], [0.013, 0.028, -0.013], [-0.001, 0.001, -0.007], [0.007, -0.006, 0.005], [-0.131, 0.116, -0.097], [-0.065, 0.036, -0.080], [-0.003, -0.142, 0.029], [0.001, -0.007, -0.002], [0.067, 0.046, -0.285], [-0.012, 0.013, 0.010], [-0.001, 0.044, -0.061], [-0.009, -0.014, 0.033], [-0.850, 0.764, 0.488], [-0.250, 0.020, 0.173], [-0.006, -0.001, -0.001]], "mulliken_spin": [2.623, 0.153, 0.007, -0.003, -0.003, 0.009, 0.014, 0.061, 0.001, -0.001, 0.001, 0.001, -0.002, 0.025, -0.005, -0.009, 0.066, 0.016, 0.607, 0.355, 0.002, 0.106, -0.051, -0.056, 0.008, 0.010, -0.005, 0.012, 0.029, 0.016, -0.002, 0.008, -0.001, -0.056, 0.043, -0.069, 0.031, -0.010, 0.000, 0.002, 0.002, 0.002, 0.001, -0.007, -0.025, 0.028, 0.000, 0.001, 0.000, 0.002, -0.007, 0.001, 0.001, 0.000, 0.001, -0.010, -0.004, 0.007, 0.003, 0.002, 0.000, 0.039, 0.002, 0.000, -0.001, -0.011, -0.014, -0.012, 0.000, -0.006, -0.012, 0.000, 0.000, 0.000, 0.001, 0.000, -0.007, 0.006, -0.001, 0.000, 0.000, 0.000, 0.000, 0.000, 0.000, 0.000, 0.001, 0.001, -0.001, 0.036, 0.057, -0.051, 0.039, 0.000, 0.000, 0.000, 0.000, 0.000, 0.000, 0.004, -0.002, 0.000, 0.000, 0.000, 0.000, 0.000, 0.000, 0.000, 0.000, 0.002, -0.003, 0.000, 0.000, 0.000, 0.003, 0.000, 0.000]}